Computed, not measured: C44H41O2Zr as an isolated structure at a distorted geometry, with wB97M-V/def2-TZVPD.

```
88
Properties=species:S:1:pos:R:3
C -4.008 -1.606 -1.948
C -3.947 -0.544 -2.862
C -3.926 0.811 -2.426
C -3.916 1.215 -1.051
C -3.451 2.626 -0.510
Zr -0.077 0.669 2.666
C 1.069 2.527 1.869
C 0.781 2.893 0.467
C -0.187 3.879 0.191
C -0.478 4.255 -1.115
C 0.187 3.650 -2.181
C 1.142 2.666 -1.932
C 1.457 2.318 -0.624
C -0.760 -1.535 2.043
C -0.322 -0.781 0.907
C 1.111 -0.607 1.067
C 1.529 -1.147 2.334
C 0.366 -1.717 2.937
C -2.381 0.752 3.292
C -1.879 2.078 3.287
C -0.978 2.226 4.398
C -0.907 0.979 5.064
C -1.784 0.070 4.397
C -3.957 0.088 -0.195
C -4.027 -1.267 -0.593
H -4.130 -2.645 -2.309
H -4.033 -0.793 -3.930
H -3.974 1.569 -3.213
H -3.431 3.318 -1.378
H -2.372 2.530 -0.085
H 0.879 3.372 2.537
H 2.103 2.183 1.983
H -0.718 4.341 1.022
H -1.211 5.034 -1.317
H -0.046 3.929 -3.199
H 1.655 2.174 -2.757
H 2.225 1.576 -0.420
H -1.771 -1.942 2.129
H -0.897 -0.554 0.006
H 1.762 -0.190 0.314
H 2.558 -1.192 2.726
H 0.329 -2.243 3.891
H -3.117 0.370 2.589
H -2.199 2.864 2.618
H -0.506 3.150 4.707
H -0.311 0.756 5.940
H -2.010 -0.948 4.686
H -4.017 0.206 0.880
H -4.183 -2.103 0.114
C -8.967 5.912 -3.871
O -8.724 4.682 -3.116
C -7.711 4.613 -2.200
C -7.559 3.345 -1.595
C -6.552 3.213 -0.663
C -5.630 4.206 -0.310
C -4.331 3.719 0.355
C -3.585 4.942 1.005
C -3.477 5.110 2.398
C -2.668 6.122 2.958
C -1.993 7.048 2.157
O -1.000 7.865 2.708
C -1.310 9.180 3.066
C -0.884 9.647 4.319
C -1.357 10.869 4.810
C -2.178 11.676 4.026
C -2.500 11.270 2.731
C -2.071 10.021 2.245
C -2.222 7.010 0.786
C -3.040 5.995 0.248
C -5.896 5.500 -0.799
C -6.894 5.705 -1.784
H -9.844 5.714 -4.509
H -9.169 6.781 -3.208
H -8.089 6.144 -4.507
H -8.224 2.517 -1.884
H -6.423 2.262 -0.161
H -4.556 3.054 1.191
H -4.023 4.459 3.096
H -2.540 6.191 4.041
H -0.228 9.025 4.924
H -1.112 11.179 5.827
H -2.573 12.612 4.407
H -3.124 11.901 2.087
H -2.333 9.683 1.238
H -1.767 7.740 0.115
H -3.306 6.058 -0.821
H -5.356 6.396 -0.476
H -7.048 6.673 -2.291
```

- frontier orbital gap (eV) = 2.99
- total charge = -1
- energy above the lowest of the compared OMol25 structures with the same formula, charge and spin (kcal/mol) = 0.0
- F_max (eV Å⁻¹) = 4.0

Löwdin atomic charge list, values in e, 4 entries: number 1, C, carries -0.112; number 2, C, carries -0.100; number 3, C, carries -0.041; number 4, C, carries -0.177

***

Computed, not measured: C44H42As2N4O4S2Sc as an isolated structure at a distorted geometry, with wB97M-V/def2-TZVPD.

```
99
Properties=species:S:1:pos:R:3
Sc 17.415 8.710 10.763
C 16.623 12.648 10.435
C 15.779 11.695 11.265
As 16.056 11.867 13.219
C 15.448 10.348 14.366
C 16.209 10.137 15.507
C 15.838 9.160 16.429
C 14.738 8.362 16.162
C 14.018 8.511 15.003
C 14.380 9.498 14.093
C 14.437 12.960 13.384
C 14.647 14.333 13.366
C 13.570 15.202 13.349
C 12.274 14.693 13.400
C 12.063 13.331 13.412
C 13.138 12.466 13.390
As 18.540 12.186 10.404
C 19.553 12.154 12.063
C 19.323 11.190 13.026
C 20.137 11.137 14.153
C 21.204 12.009 14.306
C 21.458 12.933 13.304
C 20.639 13.014 12.179
C 19.289 13.589 9.296
C 20.142 13.300 8.236
C 20.688 14.331 7.483
C 20.422 15.651 7.828
C 19.592 15.938 8.888
C 19.017 14.911 9.631
H 16.553 13.676 10.787
H 16.320 12.643 9.368
H 16.022 10.612 11.053
H 14.717 11.840 11.055
H 17.117 10.715 15.689
H 16.412 8.996 17.337
H 14.438 7.603 16.868
H 13.172 7.871 14.799
H 13.874 9.576 13.135
H 15.673 14.710 13.353
H 13.711 16.273 13.332
H 11.434 15.365 13.404
H 11.054 12.931 13.427
H 13.005 11.404 13.307
H 18.568 10.419 12.869
H 19.935 10.407 14.918
H 21.822 11.968 15.199
H 22.290 13.627 13.405
H 20.848 13.738 11.395
H 20.381 12.267 8.029
H 21.317 14.104 6.617
H 20.905 16.459 7.277
H 19.343 16.965 9.143
H 18.402 15.150 10.499
C 21.378 8.501 12.112
N 20.591 7.416 11.597
C 21.030 6.085 11.561
C 20.119 5.327 10.942
N 19.084 6.177 10.541
C 19.326 7.439 11.077
S 18.749 10.291 9.316
C 17.948 5.875 9.845
C 17.459 4.577 9.742
C 16.315 4.361 8.979
C 15.757 5.446 8.325
C 16.264 6.704 8.510
N 17.220 6.934 9.440
H 22.373 8.481 11.648
H 21.507 8.411 13.191
H 20.895 9.458 11.885
H 21.989 5.836 11.970
H 20.170 4.271 10.724
H 17.943 3.773 10.266
H 15.897 3.363 8.863
H 14.923 5.328 7.658
H 15.942 7.567 7.944
C 12.333 8.043 4.893
C 12.706 8.175 6.337
C 13.058 9.418 6.869
C 13.360 9.554 8.226
C 13.345 8.422 9.015
C 13.029 7.168 8.505
C 12.712 7.048 7.171
S 13.683 8.592 10.737
O 13.480 10.003 11.027
O 12.833 7.637 11.416
N 15.206 8.106 11.105
C 15.433 7.014 12.060
C 16.828 7.192 12.781
O 17.446 6.166 13.079
O 17.207 8.419 12.892
H 12.213 9.016 4.413
H 11.414 7.470 4.765
H 13.101 7.508 4.322
H 13.114 10.288 6.226
H 13.635 10.510 8.665
H 13.028 6.339 9.190
H 12.424 6.095 6.755
H 15.444 6.023 11.564
H 14.671 6.988 12.840
```

- frontier orbital gap (eV) = 7.06
- total charge = +1
- energy above the lowest of the compared OMol25 structures with the same formula, charge and spin (kcal/mol) = 0.0
- F_max (eV Å⁻¹) = 3.7

Löwdin atomic charge list, values in e, 4 entries: number 1, Sc, carries 0.780; number 2, C, carries -0.360; number 3, C, carries -0.455; number 4, As, carries 1.354

***

Computed, not measured: C44H42FN8O2PtS2 as an isolated structure, with wB97M-V/def2-TZVPD.

```
100
Properties=species:S:1:pos:R:3
Pt 0.366 -0.382 0.185
C -4.488 0.616 3.108
C -3.391 -0.027 3.662
C -2.399 -0.553 2.848
C -2.524 -0.457 1.464
C -3.646 0.159 0.903
C -4.612 0.708 1.728
N -1.545 -1.006 0.598
C -2.002 -1.891 -0.348
C -3.164 -2.667 -0.208
C -3.489 -3.579 -1.190
C -2.680 -3.725 -2.314
C -1.525 -2.968 -2.483
C -1.195 -2.049 -1.507
N -0.091 -1.221 -1.507
N 0.769 -1.252 -2.504
C 1.883 -0.557 -2.197
C 2.923 -0.413 -3.136
C 4.033 0.314 -2.803
C 4.112 0.918 -1.538
C 3.075 0.741 -0.661
N 1.989 0.011 -0.956
H -5.253 1.031 3.751
H -3.306 -0.125 4.736
H -1.559 -1.079 3.279
H -3.750 0.199 -0.172
H -5.474 1.193 1.288
H -3.771 -2.566 0.680
H -4.376 -4.188 -1.085
H -2.953 -4.443 -3.075
H -0.896 -3.082 -3.354
H 2.805 -0.885 -4.099
H 4.839 0.431 -3.514
H 4.967 1.511 -1.249
H 3.065 1.185 0.318
C 3.262 2.509 4.157
C 3.228 2.050 2.694
C 4.229 2.909 1.908
C 3.495 0.547 2.599
C 4.797 0.122 2.832
C 5.134 -1.217 2.800
C 4.152 -2.154 2.560
C 2.821 -1.809 2.320
C 1.893 -3.012 2.165
C 0.499 -2.891 2.766
C 1.868 -3.540 0.727
C 2.509 -0.435 2.316
N 1.179 0.060 2.049
C 0.583 0.671 3.112
C 0.840 0.284 4.448
C 0.188 0.883 5.500
C -0.699 1.935 5.267
C -0.955 2.363 3.973
C -0.343 1.719 2.925
F -0.584 2.134 1.682
H 3.017 3.569 4.223
H 4.263 2.373 4.571
H 2.567 1.957 4.784
H 2.235 2.263 2.292
H 5.254 2.729 2.231
H 4.018 3.963 2.094
H 4.193 2.757 0.830
H 5.560 0.856 3.048
H 6.153 -1.529 2.986
H 4.407 -3.207 2.580
H 2.395 -3.785 2.753
H -0.143 -2.237 2.185
H 0.528 -2.531 3.797
H 0.029 -3.876 2.779
H 1.503 -2.796 0.021
H 1.217 -4.413 0.660
H 2.868 -3.839 0.410
H 1.543 -0.521 4.621
H 0.379 0.550 6.511
H -1.195 2.422 6.095
H -1.638 3.174 3.763
N -1.112 0.206 -8.767
C -1.699 0.237 -7.539
C -1.191 -0.544 -6.486
C -1.784 -0.514 -5.246
C -2.893 0.299 -5.026
C -3.397 1.090 -6.051
C -2.812 1.056 -7.299
S -3.644 0.331 -3.457
O -4.664 1.351 -3.451
O -3.983 -0.995 -3.028
N -2.361 0.765 -2.494
C -2.249 1.953 -1.991
S -3.399 3.321 -2.106
C -2.357 4.238 -1.144
C -1.229 3.499 -0.774
N -1.159 2.264 -1.223
H -0.362 -0.429 -8.962
H -1.510 0.706 -9.539
H -0.329 -1.176 -6.657
H -1.380 -1.115 -4.443
H -4.255 1.723 -5.866
H -3.214 1.663 -8.100
H -2.570 5.259 -0.872
H -0.436 3.901 -0.161
```

- expectation value of S² = 6.09
- frontier orbital gap (spin up / spin down) (eV) = 7.35 / 5.34
- total charge = +1
- energy above the lowest of the compared OMol25 structures with the same formula, charge and spin (kcal/mol) = 0.0
- multiplicity = 5
- F_max (eV Å⁻¹) = 0.4

Löwdin atomic charge list, values in e, 4 entries: number 1, Pt, carries 1.249; number 2, C, carries -0.068; number 3, C, carries -0.070; number 4, C, carries -0.027